[1]
Below is a structure of composition C53H51As2IrN3O5S2Si at a distorted geometry, with properties calculated with the ωB97M-V functional and the def2-TZVPD basis.

XYZ file:
```
118
C53H51As2IrN3O5S2Si the ωB97M-V functional and the def2-TZVPD basis
C -3.23984 -2.17242 -2.60715
H -1.67530 3.10497 -3.66512
C -5.78766 5.65833 0.88494
C 2.52166 3.41209 0.86241
C 0.97815 5.22765 1.30725
C 0.40224 -3.40163 -4.58694
C -3.86913 4.37249 0.71962
C -0.81179 -4.87300 0.58744
H 0.37491 -0.11805 -5.33298
As -2.73424 -0.47788 -1.72011
C 0.44847 -2.08490 -2.57429
H 1.60403 1.72363 -5.66805
C -4.39709 5.59620 1.05155
C -3.75080 -0.41834 1.05002
N 0.35572 0.32528 -2.68857
H -1.66682 5.83965 1.39021
O 3.11004 -0.17506 1.32976
C 0.40094 -2.23090 -5.34256
C 5.34782 1.12945 -0.01796
H -7.45133 -0.06195 -0.00996
H 3.55472 -6.36054 5.59337
H 0.31123 -6.53287 1.34119
H 2.56579 3.39430 -3.36788
H -4.45433 0.22477 -3.48785
C 3.33329 -5.30416 5.79476
C 4.83724 -2.55489 4.09213
H 1.08338 -3.12761 3.10418
H -2.86263 0.90553 -3.84182
H -2.82224 -2.15989 3.49606
H -6.37404 6.53221 1.09892
C -6.07902 -0.15256 1.63303
C 1.43604 2.52538 0.57793
H -1.33059 -2.90583 2.87024
S 6.76878 2.14460 0.11942
C 1.64873 -3.84545 -0.20157
H 3.08982 5.40526 1.41118
C -2.49585 3.96194 0.75063
C 0.40817 -0.85230 -3.31764
H -1.64568 -3.08484 -0.29296
C -0.75219 -3.65563 -0.06579
H -1.67270 1.49517 2.86816
H -5.71400 -0.30534 -1.71143
O 2.27489 -4.86158 4.96038
H 4.66420 3.59744 0.82638
H 4.75006 -0.92271 2.72572
C -2.25514 -2.40046 2.59507
H -2.92789 1.93954 0.13446
C 2.75177 -3.78451 4.28113
C 2.24041 -1.05851 1.79873
H 0.38579 -4.36867 -5.06290
H 0.39444 -2.29461 -6.41957
Ir -0.26917 0.09074 -0.34130
N 1.59585 1.27998 0.18362
H -1.76886 -5.28228 0.87228
C -2.14634 2.64725 0.39241
C -0.98839 2.95418 -2.84032
O 4.47870 -4.51730 5.52477
H 2.84634 2.06156 -2.26757
C 0.73867 2.22875 -5.24745
C 7.08264 -0.28449 -0.63944
C 0.47524 -3.16254 -0.48233
C -4.09517 -0.42120 -0.30271
S -5.12679 3.28311 0.19343
C 2.09901 2.76372 -2.61762
C 4.09907 -3.58389 4.63590
H -3.87666 1.64665 -2.59455
H -1.52993 2.47567 -2.03351
C 0.35344 -5.57318 0.85174
H -4.31848 -2.16762 -2.77625
H -2.41739 0.28848 3.93706
C -6.42123 -0.17227 0.29250
H 7.55476 -1.19053 -0.97241
C 5.71064 -0.14453 -0.43362
C 0.39966 -1.00432 -4.72998
H -7.34079 4.26316 0.20591
H -2.85517 -3.05747 1.96535
N -0.91213 2.20742 0.35796
C 2.86638 -1.92878 2.80901
H -3.80802 6.42156 1.40594
H 3.05203 -5.18343 6.85179
C 7.77641 0.87079 -0.38446
As -1.89225 -0.72641 1.62506
C 4.05680 1.64182 0.25595
H 2.48830 -5.59385 0.68320
C 1.57967 -5.05264 0.47095
H -2.98767 -3.05082 -2.01651
Si 0.54199 1.93698 -3.36698
H -0.68065 0.23287 3.59904
H 0.78816 6.25613 1.56878
H 0.88802 3.29331 -5.41449
C 2.25136 4.75228 1.22139
H -6.84226 -0.03565 2.38655
C -1.65982 0.44883 3.16796
H -0.67402 3.93542 -2.50331
H 2.94903 0.03055 -0.70791
H 5.00828 -0.94255 -0.58794
C 0.42742 -3.31751 -3.20704
C -0.13457 4.38407 1.02895
H -0.13617 1.94579 -5.82587
H 1.82568 3.40604 -1.78655
C -4.75311 -0.28664 2.00533
H -4.49613 -0.28566 3.05808
H 0.43756 -4.21950 -2.61284
H 8.83339 1.03278 -0.46777
C 0.09985 3.03808 0.65475
H 2.59590 -3.44400 -0.53030
C 4.20184 -1.73577 3.17193
O 1.07330 -1.15547 1.43831
C -6.31560 4.49074 0.42319
H 5.86469 -2.39885 4.37183
H -2.73549 -2.24375 -3.57251
C 2.11298 -2.97399 3.38058
C 2.88042 0.68570 0.17393
C 3.82940 2.92844 0.67033
O 0.51555 -1.97754 -1.21608
C -5.43355 -0.30683 -0.66540
C -3.57860 0.70192 -3.04731
C -1.45644 4.82768 1.08337
```

## Properties
2S+1: 2
Total charge: +2
Highest occupied orbital energy (alpha / beta) (eV): -11.194 / -11.187
HOMO-LUMO gap (alpha / beta) (eV): 5.24 / 3.97
Energy above the lowest of the compared OMol25 structures with the same formula, charge and spin (kJ/mol): 434.0

Mulliken population analysis, charges in e, atoms 1 to 8:
1 C -1.336
2 H 0.565
3 C -0.689
4 C 0.852
5 C -1.166
6 C -1.033
7 C 0.635
8 C -1.321

---

[2]
Below is a structure of composition C53H51GeN6S2Ti, with properties calculated with the ωB97M-V functional and the def2-TZVPD basis.

XYZ file:
```
114
C53H51GeN6S2Ti the ωB97M-V functional and the def2-TZVPD basis
H -0.80049 -0.73857 4.31689
H 2.35446 0.63164 -3.94704
H 2.05150 -0.28572 -5.42977
H -5.55110 -0.49451 3.02897
H 1.25521 -3.73347 -0.85762
H 3.64569 4.93624 1.70399
H -4.89667 -1.45755 5.20432
H -1.38912 1.33462 -1.00362
N 3.15188 -0.78880 1.94986
C -0.01279 2.29082 -4.57083
C 3.61064 2.85818 2.23983
H -2.16474 -2.22506 -4.89166
H -2.54814 0.11477 -0.45232
C -3.53597 -0.07564 2.43441
C 0.52474 2.92312 -7.22076
C 2.27639 -3.37587 -0.92067
C -6.42910 -1.42374 -2.48885
C -0.60473 2.58442 2.10226
N 2.59957 -2.37266 -0.08913
C 1.82962 -2.67206 2.89992
H -2.38313 -3.84817 -3.33151
C 2.26713 3.79574 0.51226
C -0.17893 5.26438 2.88755
C 3.17395 -3.94018 -1.80105
H 2.58459 -4.24437 4.13158
H -1.33904 3.97074 -4.60182
H 2.86957 -4.76895 -2.42154
H 0.27696 -2.22094 -5.12299
C 1.14654 1.83241 -6.62831
H 0.37198 -5.37279 4.30360
H 4.42336 0.44937 3.11979
C -0.36938 3.68912 -6.49177
C 0.11358 2.87295 3.30501
S -0.57156 -1.89318 -0.46900
C 0.61070 1.86008 4.15516
C 3.15950 -1.98598 2.82913
S 1.52738 0.21510 -1.62268
C 0.49208 -0.61782 -2.68174
H -1.59046 -4.30661 3.15114
C -2.48118 -3.07430 -2.56716
H 1.92165 4.62170 -0.08757
C 3.38533 0.41976 2.76440
H -6.59090 -2.09987 -4.51427
C -0.64083 3.37069 -5.16712
H -0.32404 -0.70021 -5.81845
C 3.03588 1.63304 1.96594
H -1.30998 5.78146 1.16921
C 1.06598 4.49804 4.87046
H 1.63165 1.35536 5.95453
H 1.21831 5.53174 5.15005
H -1.64703 3.47362 0.46059
C -4.14199 -1.09092 4.52342
H 0.41313 0.82400 3.90216
H 4.41599 0.08237 0.49167
H -2.18247 -3.49777 -1.60963
C 0.88360 1.51637 -5.30176
H -3.75804 -1.92648 -0.47385
H 5.15249 -1.22845 1.42441
H 0.73554 3.16633 -8.25125
C 1.58943 0.34558 -4.66888
H -2.50663 -1.56212 5.82542
H 4.35036 2.93649 3.02263
C -0.57832 -1.54933 -2.11262
H -0.85725 4.53403 -6.95476
C -1.60186 -1.50463 -4.30147
H 1.83850 1.23128 -7.20212
H -4.33405 -3.08063 -4.55610
C -0.40700 -2.71956 2.38138
C 4.46836 -3.43373 -1.85544
C -4.50864 -0.55342 3.30275
C -4.35884 -1.91400 -1.37636
C 4.81990 -2.41721 -0.98685
C 0.48330 -4.46073 3.73546
C 1.71425 -3.83747 3.63768
H 5.82500 -2.02035 -0.96605
C -1.83617 -0.66538 4.00225
N -1.45649 -2.05305 -2.94461
Ge -0.98955 0.75510 1.47337
C -5.63251 -1.37225 -1.35297
C 4.22583 -0.90293 0.93317
H -0.22234 2.06106 -3.53168
H 2.06835 3.71879 6.57634
C 3.21706 3.96487 1.50525
C -2.02242 1.02275 -0.17207
C -0.88874 4.98330 1.76176
C 0.33949 4.21479 3.68666
C -2.79950 -1.14755 4.87135
N 0.60192 -0.51810 -3.97643
C -4.68285 -2.57467 -3.66489
C -1.08859 3.64000 1.36958
C 1.29366 2.15091 5.30221
Ti 1.27812 -0.57435 0.77965
H -1.24860 -2.24186 1.90049
H -2.18818 -0.58347 -4.23999
H -0.02229 6.28547 3.20349
H 5.19317 -3.84318 -2.54401
C 1.53790 3.49274 5.66280
H 2.73270 0.36719 3.63908
C -2.17949 -0.11401 2.76574
H -6.01768 -0.93104 -0.44602
H -2.76034 1.80353 0.00564
C 1.73423 2.54260 0.30556
C 3.86152 -1.93357 -0.10678
C -0.24453 -1.28526 -4.90192
N 2.10535 1.45105 1.00310
C -5.95931 -2.03208 -3.64167
H 3.93631 -2.68206 2.50240
H 3.43961 -1.66876 3.84010
H -3.86366 0.34579 1.49423
N 0.78809 -2.10531 2.25935
C -0.60001 -3.88281 3.09488
C -3.86858 -2.50072 -2.53966
H 0.97461 2.39406 -0.45103
H -7.42733 -1.01340 -2.46614
```

## Properties
2S+1: 1
Total charge: +3
Highest occupied orbital energy (alpha / beta) (eV): -14.456 / -14.454
HOMO-LUMO gap (alpha / beta) (eV): 5.50 / 5.50
Energy above the lowest of the compared OMol25 structures with the same formula, charge and spin (kJ/mol): 10.4

Mulliken population analysis, charges in e, atoms 1 to 8:
1 H 0.307
2 H 0.508
3 H 0.453
4 H 0.482
5 H 0.806
6 H 0.520
7 H 0.446
8 H -0.018

---

Question: What is the energy above the lowest of the compared OMol25 structures with the same formula, charge and spin in the second record?
Answer: 10.4 kJ/mol

---

Question: Among the records above, which one has the lowest total charge?
Answer: C53H51As2IrN3O5S2Si